Record 1
{
  "formula": "C2BrF3O3S",
  "method": "ωB97M-V with the def2-TZVPD basis set",
  "species": ["O", "C", "Br", "C", "F", "F", "S", "O", "O", "F"],
  "positions_angstrom": [[-1.7078, -1.9591, -0.3617], [-1.3450, -0.9257, -0.1219], [-2.3600, 0.6351, -0.2448], [0.1891, -0.6216, 0.3616], [0.4488, -0.8154, 1.6085], [0.9879, -1.5137, -0.3415], [0.7177, 1.0686, -0.1829], [0.2897, 1.3199, -1.5011], [0.4318, 1.9262, 0.8970], [2.3478, 0.8856, -0.1133]],
  "forces_ev_per_a": [[-1.7, -5.7, -1.2], [3.2, 5.2, 1.8], [-1.2, 0.7, 0.1], [0.6, -1.3, -3.1], [-0.3, 0.2, 1.5], [-0.9, 0.8, 0.3], [1.7, 0.1, 1.2], [0.7, -0.3, -0.5], [-0.1, 0.5, 0.3], [-2.1, -0.1, -0.5]],
  "lowdin_charge": [0.16, -0.79, 0.93, -0.54, 0.18, 0.07, 0.66, -0.26, -0.24, -0.16],
  "energy_ev": -97244.7398,
  "smiles": "O=C(Br)C(F)(F)S(=O)(=O)F",
  "spin_multiplicity": 1,
  "gap_ev": 11.401,
  "e_above_lowest_kj_mol": 3.0
}

=====

Record 2
{
  "formula": "C20H28BN6O2SV",
  "method": "ωB97M-V with the def2-TZVPD basis set",
  "species": ["V", "B", "N", "C", "C", "C", "N", "N", "C", "C", "C", "N", "H", "H", "H", "H", "H", "H", "H", "H", "C", "C", "C", "N", "C", "S", "N", "C", "O", "C", "C", "C", "C", "C", "C", "H", "H", "H", "H", "H", "H", "H", "H", "H", "H", "H", "H", "H", "H", "C", "O", "C", "C", "H", "H", "H", "H", "H", "H"],
  "positions_angstrom": [[0.6375, -1.1165, -1.7698], [3.1028, 1.4009, -2.0912], [3.4983, -0.1146, -2.0024], [4.7659, -0.5318, -2.0430], [4.7820, -1.9017, -2.2303], [3.4359, -2.2593, -2.2979], [2.6432, -1.1816, -2.1458], [1.5479, 1.5945, -2.3305], [1.0102, 2.8118, -2.4271], [-0.2918, 2.7121, -2.8992], [-0.4939, 1.3498, -3.0701], [0.6211, 0.6537, -2.7280], [3.4133, 1.9728, -1.0593], [3.6798, 1.8723, -3.0528], [5.5805, 0.1762, -1.9464], [5.6459, -2.5464, -2.3030], [2.9970, -3.2264, -2.4680], [1.5896, 3.6850, -2.1585], [-0.9955, 3.5178, -3.0678], [-1.3622, 0.8227, -3.4269], [-4.0191, -0.6910, 3.9491], [-3.4879, -1.0061, 2.5537], [-2.0682, -0.4947, 2.3853], [-1.5166, -0.7615, 1.0426], [-2.0284, -0.2887, -0.0849], [-2.0564, -1.2452, -1.4811], [-2.6376, 0.9528, -0.0596], [-2.6045, 2.0898, 0.8024], [-3.5751, 2.7956, 0.7912], [-1.3894, 2.4407, 1.6143], [-0.1238, 1.9380, 1.3569], [0.9704, 2.3965, 2.0794], [0.7996, 3.3683, 3.0557], [-0.4687, 3.8865, 3.3102], [-1.5562, 3.4276, 2.5850], [-5.0414, -1.0547, 4.0685], [-4.0254, 0.3889, 4.1310], [-3.4034, -1.1604, 4.7233], [-4.1270, -0.5361, 1.8004], [-3.5104, -2.0832, 2.3712], [-1.4027, -0.9811, 3.0935], [-2.0299, 0.5662, 2.5995], [-1.1910, -1.7077, 0.8868], [-3.3129, 1.0656, -0.7932], [0.0287, 1.1998, 0.5842], [1.9557, 2.0114, 1.8549], [1.6593, 3.7351, 3.6108], [-0.6037, 4.6594, 4.0602], [-2.5512, 3.8316, 2.7454], [1.4589, -3.5400, 0.1954], [0.3822, -2.8657, -0.4875], [0.3798, -2.9061, -1.9657], [0.0978, -4.2331, -2.6114], [1.5864, -4.5471, -0.2027], [1.1866, -3.6057, 1.2458], [2.3884, -2.9965, 0.0956], [0.1232, -5.0731, -1.9039], [0.8097, -4.4381, -3.4155], [-0.9035, -4.2292, -3.0690]],
  "forces_ev_per_a": [[-0.7, -0.4, 0.7], [0.0, 0.0, 0.0], [-0.6, -0.2, -0.2], [0.0, 0.0, 0.0], [0.0, -0.2, 0.0], [0.0, 0.4, 0.0], [1.8, 0.3, 0.1], [-0.3, -0.3, -0.2], [0.0, 0.0, 0.1], [-0.1, 0.1, 0.0], [0.7, -0.1, 0.1], [-0.3, 2.0, -0.5], [-0.1, -0.1, -0.1], [-0.1, -0.1, 0.2], [-0.2, -0.1, -0.1], [-0.1, 0.1, 0.0], [-0.1, 0.0, 0.1], [0.0, -0.1, -0.1], [0.2, -0.2, 0.0], [0.0, 0.0, 0.1], [0.0, 0.0, 0.0], [-0.1, 0.0, 0.0], [0.1, -0.1, -0.2], [0.0, -0.5, 0.8], [-0.7, 0.6, -0.3], [0.0, 0.6, 0.2], [0.6, -0.1, 0.3], [0.4, -0.6, -0.1], [-0.4, 0.4, 0.0], [-0.2, 0.2, -0.4], [0.3, 0.0, -0.1], [-0.1, 0.0, 0.0], [0.0, 0.1, 0.1], [0.1, 0.0, 0.0], [-0.2, 0.0, 0.1], [0.1, 0.0, 0.0], [0.0, -0.1, 0.0], [-0.1, 0.1, -0.1], [0.0, -0.1, 0.0], [0.0, 0.0, 0.0], [0.1, 0.0, 0.1], [0.1, -0.1, 0.1], [0.3, -0.1, 0.1], [-0.2, 0.1, -0.3], [0.0, 0.0, -0.1], [0.0, 0.0, 0.0], [-0.1, -0.1, -0.1], [0.0, -0.1, -0.1], [0.1, 0.0, 0.0], [-0.5, 0.0, -0.4], [0.1, -0.2, 0.0], [0.1, -1.5, -0.4], [-0.2, 0.1, 0.4], [0.0, 0.0, 0.0], [-0.1, 0.0, 0.1], [0.3, 0.2, -0.1], [0.0, 0.1, -0.1], [0.0, 0.0, 0.0], [0.1, 0.0, 0.1]],
  "lowdin_charge": [0.63, -0.39, -0.07, -0.10, -0.06, -0.14, -0.05, -0.06, -0.10, -0.06, -0.16, -0.07, 0.06, 0.07, 0.13, 0.09, 0.10, 0.13, 0.10, 0.08, -0.10, -0.24, -0.17, 0.02, -0.79, 0.76, 0.13, -0.38, 0.12, -0.17, -0.03, -0.05, -0.07, -0.06, -0.02, 0.07, 0.08, 0.08, 0.11, 0.12, 0.13, 0.09, 0.11, 0.13, 0.10, 0.11, 0.11, 0.11, 0.12, -0.08, -0.35, -0.43, -0.10, 0.08, 0.08, 0.07, 0.07, 0.07, 0.07],
  "energy_ev": -71428.0710,
  "s_squared": 2.420,
  "spin_multiplicity": 3,
  "gap_ev": [6.628, 6.236],
  "e_above_lowest_kj_mol": 17.7
}

=====

Record 3
{
  "formula": "CH4N3",
  "method": "ωB97M-V with the def2-TZVPD basis set",
  "species": ["N", "C", "N", "N", "H", "H", "H", "H"],
  "positions_angstrom": [[2.6646, 0.0842, 0.0017], [1.5221, -0.3919, 0.0480], [0.2870, -0.9036, 0.1201], [-0.9353, -0.2187, 0.0268], [3.4384, 0.0793, -0.4884], [-1.1891, -0.5515, -0.9527], [-0.8908, 0.7537, 0.3632], [-1.4518, -0.5687, 0.8337]],
  "forces_ev_per_a": [[-10.3, -2.6, 4.0], [0.0, 1.6, -0.9], [6.5, 0.0, 0.8], [1.1, 0.0, 0.1], [4.7, 0.0, -3.3], [-1.1, 1.5, 1.5], [0.0, 0.6, -1.6], [-0.9, -1.1, -0.6]],
  "lowdin_charge": [0.29, -0.08, -0.01, 0.16, 0.04, 0.23, 0.19, 0.18],
  "energy_ev": -5561.5053,
  "smiles": "N=C=N[NH3+]",
  "total_charge": 1,
  "spin_multiplicity": 1,
  "gap_ev": 10.800,
  "e_above_lowest_kj_mol": 326.1
}

=====

What did the third record say?
{
  "formula": "CH4N3",
  "method": "ωB97M-V with the def2-TZVPD basis set",
  "species": ["N", "C", "N", "N", "H", "H", "H", "H"],
  "positions_angstrom": [[2.6646, 0.0842, 0.0017], [1.5221, -0.3919, 0.0480], [0.2870, -0.9036, 0.1201], [-0.9353, -0.2187, 0.0268], [3.4384, 0.0793, -0.4884], [-1.1891, -0.5515, -0.9527], [-0.8908, 0.7537, 0.3632], [-1.4518, -0.5687, 0.8337]],
  "forces_ev_per_a": [[-10.3, -2.6, 4.0], [0.0, 1.6, -0.9], [6.5, 0.0, 0.8], [1.1, 0.0, 0.1], [4.7, 0.0, -3.3], [-1.1, 1.5, 1.5], [0.0, 0.6, -1.6], [-0.9, -1.1, -0.6]],
  "lowdin_charge": [0.29, -0.08, -0.01, 0.16, 0.04, 0.23, 0.19, 0.18],
  "energy_ev": -5561.5053,
  "smiles": "N=C=N[NH3+]",
  "total_charge": 1,
  "spin_multiplicity": 1,
  "gap_ev": 10.800,
  "e_above_lowest_kj_mol": 326.1
}